Formula: C23H60ClO5PSSi
Source: the Open Molecules 2025 dataset
Level of theory: ωB97M-V with the def2-TZVPD basis set

Last column: Mulliken charge in e.
Cartesian coordinates (Å):
C (0.136, -0.428, 4.308)  -0.689
C (-0.294, -1.686, 3.352)  -0.120
Cl (-0.719, -1.176, 1.583)  -0.107
C (-1.445, -2.675, 3.959)  -0.294
Si (-3.142, -1.866, 4.335)  0.516
P (-3.520, 0.067, 3.378)  0.137
S (-4.960, -0.062, 2.022)  -0.386
H (0.296, 0.596, 3.715)  0.283
H (-0.556, -0.241, 5.235)  0.249
H (1.214, -0.675, 4.760)  0.064
H (0.687, -2.355, 3.228)  0.365
H (-1.644, -3.542, 3.163)  0.331
H (-1.043, -3.246, 4.925)  -0.097
H (-4.228, -2.837, 4.069)  -0.146
H (-3.188, -1.648, 5.802)  -0.190
H (-2.363, 0.749, 2.862)  0.019
H (-4.074, 0.943, 4.421)  0.110
C (1.838, 2.947, -2.615)  -0.830
C (0.683, 3.751, -2.042)  -0.297
O (-0.597, 3.226, -2.382)  -0.470
C (-0.879, 1.899, -1.946)  -0.032
C (-0.820, 1.733, -0.437)  -0.546
H (1.756, 2.881, -3.706)  0.043
H (2.793, 3.418, -2.363)  0.418
H (1.856, 1.925, -2.227)  0.323
H (0.723, 4.766, -2.451)  0.259
H (0.773, 3.853, -0.956)  0.283
H (-0.214, 1.188, -2.447)  -0.105
H (-1.892, 1.665, -2.285)  0.393
H (0.177, 1.936, -0.042)  0.318
H (-1.089, 0.709, -0.155)  -0.063
H (-1.514, 2.424, 0.052)  0.285
C (2.285, -3.003, -3.722)  -1.150
C (2.765, -1.570, -3.568)  0.200
O (3.215, -0.988, -4.789)  -0.448
C (2.260, -0.899, -5.843)  -0.403
C (1.041, -0.066, -5.486)  -0.684
H (3.077, -3.630, -4.146)  0.294
H (1.995, -3.415, -2.750)  0.401
H (1.421, -3.075, -4.387)  0.271
H (3.618, -1.556, -2.882)  0.374
H (1.993, -0.942, -3.113)  -0.147
H (1.969, -1.901, -6.175)  0.314
H (2.770, -0.430, -6.689)  0.335
H (0.479, -0.499, -4.655)  0.196
H (0.364, 0.007, -6.344)  0.442
H (1.340, 0.944, -5.188)  0.024
C (-4.205, -3.426, 0.361)  -0.368
C (-4.727, -3.062, -1.019)  -0.456
O (-4.819, -4.176, -1.902)  -0.429
C (-5.679, -5.239, -1.500)  -0.290
C (-7.126, -4.813, -1.321)  -1.019
H (-3.223, -3.905, 0.286)  0.264
H (-4.111, -2.529, 0.982)  -0.146
H (-4.869, -4.123, 0.878)  0.271
H (-4.034, -2.352, -1.482)  0.261
H (-5.693, -2.551, -0.954)  0.320
H (-5.293, -5.715, -0.593)  0.275
H (-5.631, -5.996, -2.288)  0.333
H (-7.237, -4.068, -0.530)  0.265
H (-7.748, -5.675, -1.058)  0.385
H (-7.512, -4.371, -2.245)  0.280
C (3.808, 8.250, -3.520)  -0.904
C (3.285, 8.613, -4.900)  -0.332
O (3.193, 7.499, -5.783)  -0.438
C (2.334, 6.436, -5.381)  -0.181
C (0.887, 6.863, -5.202)  -1.066
H (4.790, 7.770, -3.595)  0.278
H (3.901, 9.146, -2.899)  0.378
H (3.143, 7.553, -3.003)  0.178
H (3.979, 9.323, -5.363)  0.335
H (2.320, 9.125, -4.835)  0.286
H (2.720, 5.961, -4.474)  0.191
H (2.381, 5.679, -6.169)  0.310
H (0.775, 7.607, -4.411)  0.255
H (0.265, 6.000, -4.939)  0.376
H (0.500, 7.305, -6.126)  0.340
C (4.150, -2.831, 6.692)  -1.061
C (2.995, -2.027, 7.265)  -0.351
O (1.715, -2.552, 6.925)  -0.352
C (1.434, -3.879, 7.362)  -0.244
C (1.492, -4.045, 8.870)  -1.102
H (4.068, -2.897, 5.602)  0.272
H (5.105, -2.360, 6.944)  0.399
H (4.169, -3.852, 7.080)  0.265
H (3.036, -1.011, 6.856)  0.350
H (3.086, -1.924, 8.351)  0.326
H (2.099, -4.590, 6.861)  0.310
H (0.421, -4.112, 7.022)  0.226
H (2.490, -3.842, 9.266)  0.272
H (1.223, -5.069, 9.152)  0.391
H (0.798, -3.353, 9.359)  0.306

Summary:
Spin multiplicity: 1
Molar mass in g mol⁻¹: 543.3
Orbital gap in eV: 8.654
E_tot in eV: -75581.6213
Energy above the lowest of the compared OMol25 structures with the same formula, charge and spin in kJ/mol: 194.9